Molecular formula: C9H19N2
Method: DFT, ωB97M-V/def2-TZVPD

## Properties
* LUMO energy: -2.551 eV
* structure (SMILES): C[C@@H]1CCN(C)C(=[NH2+])C1(C)C

The geometry in ORCA input format:
```
! RIJCOSX wB97M-V def2-TZVPD def2/J DEFGRID3
* xyz 1 1
C -2.645 -0.989 -0.132
C -1.158 -0.750 -0.405
C -0.305 -1.766 0.352
C 1.134 -1.745 -0.129
N 1.740 -0.420 -0.083
C 3.193 -0.432 -0.118
C 1.059 0.681 -0.009
N 1.579 1.879 0.133
C -0.747 0.678 -0.050
C -1.136 1.127 1.347
C -1.177 1.688 -1.110
H -2.965 -1.904 -0.623
H -3.249 -0.173 -0.516
H -2.831 -1.096 0.932
H -0.977 -0.893 -1.476
H -0.704 -2.766 0.182
H -0.348 -1.572 1.424
H 1.742 -2.400 0.501
H 1.194 -2.114 -1.159
H 3.603 -0.506 0.892
H 3.522 -1.299 -0.689
H 3.587 0.458 -0.606
H 0.970 2.683 0.169
H 2.570 2.048 0.229
H -0.765 0.455 2.117
H -2.221 1.159 1.418
H -0.763 2.127 1.558
H -1.965 2.325 -0.713
H -1.566 1.183 -1.991
H -0.371 2.335 -1.445
*
```

Atom charges from the natural (NBO) analysis, given in e for atoms 1 to 4: -0.6076 -0.2514 -0.4124 -0.2049

***

Molecular formula: C3H10NO2P
Method: DFT, ωB97M-V/def2-TZVPD

## Properties
* LUMO energy (alpha / beta): -0.147 / -0.147 eV

The geometry in ORCA input format:
```
! RIJCOSX wB97M-V def2-TZVPD def2/J DEFGRID3
* xyz 0 1
C 0.967 1.541 -0.286
C 1.082 -0.732 0.985
C 0.374 0.313 0.241
N -0.274 -0.987 -1.525
O -1.884 -1.368 0.614
O -2.249 0.769 -0.756
P -1.478 0.134 0.281
H 0.583 2.051 -1.207
H 2.129 1.562 -0.354
H 0.744 2.363 0.408
H 0.605 -1.810 0.909
H 0.972 -0.478 2.112
H 2.108 -0.810 0.860
H 0.558 -1.522 -1.502
H -2.551 -1.405 -0.120
H -0.080 -0.310 -2.331
H -1.607 0.690 1.671
*
```

Atom charges from the natural (NBO) analysis, given in e for atoms 1 to 4: -0.7147 -0.7030 -0.0685 -0.9505

***

Molecular formula: C32H20N8S2Ti
Method: DFT, ωB97M-V/def2-TZVPD

## Properties
* LUMO energy (alpha / beta): 4.113 / 4.113 eV

The geometry in ORCA input format:
```
! RIJCOSX wB97M-V def2-TZVPD def2/J DEFGRID3
* xyz -2 1
Ti 0.747 0.438 -0.148
N 3.664 -1.425 2.150
C 4.516 -1.362 1.031
C 3.842 -0.700 0.058
N 2.581 -0.381 0.473
C 2.453 -0.867 1.740
C 1.251 -0.749 2.416
N 0.154 -0.259 1.780
C -0.833 -0.189 2.717
C -0.395 -0.641 3.920
N 0.930 -1.073 3.735
H 3.712 -2.178 2.813
H 5.520 -1.747 1.068
H 4.182 -0.424 -0.927
H -1.810 0.192 2.463
H -0.896 -0.762 4.865
H 1.611 -1.018 4.472
S -1.072 1.794 -1.302
C 0.129 2.089 -2.496
S 1.693 1.406 -2.256
C -0.151 2.874 -3.625
C -1.436 3.413 -3.875
N -2.468 3.866 -4.136
C 0.820 3.171 -4.611
N 1.569 3.444 -5.449
N -2.858 7.775 5.313
C -2.311 6.980 4.683
C -1.629 5.997 3.918
C -1.160 4.824 4.527
C -0.484 3.879 3.791
C -0.240 4.060 2.416
C -0.729 5.234 1.813
C -1.408 6.181 2.546
C 0.441 3.081 1.657
C 0.999 2.233 0.967
H -1.342 4.675 5.584
H -0.137 2.967 4.259
H -0.573 5.371 0.752
H -1.783 7.077 2.067
N 0.140 -1.045 -0.951
C -0.292 -2.092 -1.538
C -1.713 -2.535 -1.463
C -2.750 -1.602 -1.388
C -4.069 -2.015 -1.298
C -4.388 -3.367 -1.258
C -3.364 -4.305 -1.301
C -2.045 -3.895 -1.408
C 0.660 -2.971 -2.277
C 1.951 -3.173 -1.786
C 2.850 -3.981 -2.463
C 2.488 -4.590 -3.658
C 1.219 -4.364 -4.177
C 0.315 -3.568 -3.494
H -2.502 -0.548 -1.422
H -4.861 -1.276 -1.269
H -5.421 -3.687 -1.192
H -3.600 -5.363 -1.251
H -1.254 -4.634 -1.437
H 2.234 -2.675 -0.867
H 3.843 -4.142 -2.058
H 3.190 -5.225 -4.185
H 0.938 -4.807 -5.126
H -0.670 -3.386 -3.907
*
```

Atom charges from the natural (NBO) analysis, given in e for atoms 1 to 4: 1.0838 -0.5770 -0.1234 -0.0592

***

Molecular formula: C19H20N6O3S
Method: DFT, ωB97M-V/def2-TZVPD

## Properties
* LUMO energy: 0.323 eV
* structure (SMILES): CC(C)(NC(=O)c1ccc(NC(=O)c2cnn(-c3ccccc3)c2N)s1)C(N)=O

The geometry in ORCA input format:
```
! RIJCOSX wB97M-V def2-TZVPD def2/J DEFGRID3
* xyz 0 1
C -0.477 -5.850 0.369
C -0.128 -5.630 -1.076
C -1.183 -6.506 -1.871
N -0.375 -4.190 -1.212
C -0.731 -3.497 -2.339
O -0.602 -4.002 -3.427
C -1.190 -2.070 -2.226
C -1.857 -1.524 -3.234
C -2.291 -0.128 -2.891
C -1.963 0.276 -1.636
N -2.081 1.550 -1.141
C -1.712 1.857 0.235
O -2.029 1.129 1.144
C -1.013 3.098 0.515
C -0.559 4.115 -0.409
N 0.089 5.069 0.149
N 0.321 4.651 1.403
C 1.214 5.321 2.224
C 1.937 4.699 3.192
C 2.765 5.461 4.029
C 3.094 6.803 3.718
C 2.410 7.399 2.663
C 1.447 6.653 1.941
C -0.312 3.400 1.618
N -0.381 2.549 2.664
S -1.233 -1.103 -0.805
C 1.268 -6.154 -1.355
N 1.983 -5.426 -2.318
O 1.821 -7.110 -0.845
H -0.391 -6.919 0.663
H 0.277 -5.356 1.009
H -1.454 -5.355 0.560
H -0.988 -6.414 -2.876
H -1.007 -7.507 -1.527
H -2.219 -6.217 -1.821
H -0.555 -3.696 -0.314
H -2.157 -2.007 -4.192
H -2.890 0.456 -3.638
H -1.976 2.197 -1.880
H -0.414 3.958 -1.530
H 1.968 3.678 3.488
H 3.415 4.939 4.804
H 3.796 7.460 4.237
H 2.650 8.427 2.424
H 0.873 7.241 1.192
H -1.214 1.953 2.522
H -0.349 3.062 3.539
H 2.842 -5.876 -2.675
H 1.560 -4.865 -3.068
*
```

Atom charges from the natural (NBO) analysis, given in e for atoms 1 to 4: -0.6065 0.0155 -0.5978 -0.6111

***

Molecular formula: C43H44HfN6O5Se
Method: DFT, ωB97M-V/def2-TZVPD

## Properties
* LUMO energy: -6.881 eV

The geometry in ORCA input format:
```
! RIJCOSX wB97M-V def2-TZVPD def2/J DEFGRID3
* xyz 2 1
Hf -0.029 -0.265 0.073
C -3.177 -4.480 -2.475
O -2.671 -3.257 -1.947
C -3.455 -2.585 -1.078
C -4.788 -2.863 -0.814
C -5.517 -2.095 0.097
C -4.916 -1.058 0.767
C -3.564 -0.761 0.518
C -2.903 0.186 1.368
N -1.619 0.346 1.462
N -1.238 1.304 2.408
C 0.049 1.367 2.479
O 0.814 0.563 1.728
C 0.703 2.373 3.325
C 2.090 2.379 3.447
C 2.711 3.337 4.233
C 1.950 4.290 4.895
C 0.565 4.285 4.775
C -0.061 3.331 3.993
C -2.854 -1.486 -0.445
O -1.590 -1.153 -0.744
H -3.962 -4.294 -3.210
H -3.559 -5.123 -1.679
H -2.337 -4.967 -2.960
H -5.277 -3.681 -1.322
H -6.555 -2.334 0.280
H -5.457 -0.491 1.513
H -3.515 0.777 2.046
H 2.674 1.629 2.930
H 3.788 3.340 4.334
H 2.435 5.036 5.509
H -0.026 5.027 5.295
H -1.138 3.313 3.896
O -6.191 4.265 -0.261
C -4.981 4.846 -0.202
O -4.864 6.013 0.015
C -3.776 3.966 -0.429
C -3.809 2.796 -1.181
C -2.652 2.060 -1.380
C -1.462 2.519 -0.837
C -1.414 3.682 -0.077
C -2.575 4.406 0.117
N -0.268 1.748 -1.037
C 0.773 2.311 -1.508
C 2.017 1.548 -1.610
C 3.156 2.101 -2.159
C 4.322 1.344 -2.192
C 4.297 0.070 -1.658
C 3.110 -0.411 -1.120
N 1.982 0.298 -1.101
H -6.135 3.308 -0.357
H -4.727 2.458 -1.648
H -2.665 1.152 -1.970
H -0.485 3.997 0.384
H -2.570 5.324 0.688
H 0.776 3.357 -1.811
H 3.130 3.109 -2.551
H 5.228 1.750 -2.620
H 5.179 -0.554 -1.648
H 3.063 -1.400 -0.693
C 3.427 -7.274 -2.444
C 2.581 -6.770 -1.280
C 1.691 -5.583 -1.646
C 2.431 -4.259 -1.805
N 3.090 -3.827 -0.563
C 2.483 -3.267 0.490
Se 0.637 -2.869 0.550
N 3.370 -3.080 1.482
C 3.020 -2.435 2.763
C 3.684 -3.047 3.988
C 3.462 -4.552 4.118
C 1.993 -4.933 4.278
C 4.622 -3.511 1.037
C 5.888 -3.521 1.624
C 6.927 -4.028 0.873
C 6.734 -4.513 -0.429
C 5.488 -4.501 -1.018
C 4.438 -3.990 -0.261
H 4.019 -8.140 -2.151
H 4.122 -6.517 -2.814
H 2.794 -7.571 -3.280
H 3.219 -6.510 -0.429
H 1.942 -7.582 -0.929
H 0.902 -5.450 -0.903
H 1.193 -5.782 -2.599
H 1.737 -3.469 -2.095
H 3.207 -4.324 -2.567
H 1.944 -2.557 2.855
H 3.221 -1.365 2.680
H 3.227 -2.538 4.842
H 4.742 -2.800 4.040
H 4.031 -4.909 4.977
H 3.881 -5.069 3.249
H 1.546 -4.418 5.130
H 1.889 -6.004 4.445
H 1.405 -4.686 3.390
H 6.067 -3.153 2.620
H 7.919 -4.054 1.302
H 7.578 -4.905 -0.979
H 5.340 -4.878 -2.019
*
```

Atom charges from the Mulliken analysis, given in e for atoms 1 to 4: 1.1511 -1.0087 -0.2727 0.4063

***

Molecular formula: H13O7
Method: DFT, ωB97M-V/def2-TZVPD

## Properties
* LUMO energy: 3.633 eV

The geometry in ORCA input format:
```
! RIJCOSX wB97M-V def2-TZVPD def2/J DEFGRID3
* xyz -1 1
O 1.471 -2.563 0.517
H 0.619 -2.614 0.058
O -2.296 0.060 0.770
H -3.089 0.487 1.102
H -1.804 0.788 0.330
O 0.511 -0.202 1.970
H 0.729 0.605 1.419
H -0.411 -0.294 1.753
O 1.581 -0.216 -1.263
H 1.308 -1.694 0.936
H 2.107 -0.850 -0.782
O 0.951 1.955 0.348
H 1.657 0.694 -0.892
H 0.825 2.716 0.932
O -0.645 -1.854 -1.500
H -1.252 -1.492 -0.849
H 0.097 -1.216 -1.504
O -1.197 1.930 -0.960
H -0.939 1.836 -1.875
H -0.225 1.925 -0.510
*
```

Atom charges from the natural (NBO) analysis, given in e for atoms 1 to 4: -1.0004 0.4804 -1.0010 0.4624

***

Molecular formula: C22H22N4O3PtS
Method: DFT, ωB97M-V/def2-TZVPD

## Properties
* LUMO energy: -0.487 eV

The geometry in ORCA input format:
```
! RIJCOSX wB97M-V def2-TZVPD def2/J DEFGRID3
* xyz 0 1
Pt -1.397 -0.163 0.157
O -1.405 -1.291 -3.720
C -1.464 -1.203 -2.498
N -1.502 -0.035 -1.769
C -1.430 1.242 -2.237
C -1.435 1.630 -3.582
C -1.350 2.966 -3.904
C -1.276 3.945 -2.907
C -1.282 3.604 -1.575
C -1.349 2.253 -1.207
N -1.349 1.765 0.062
C -1.167 2.469 1.236
O -1.010 3.685 1.331
C -1.127 1.554 2.380
C -0.923 2.065 3.666
C -0.790 1.217 4.737
C -0.878 -0.165 4.495
C -1.121 -0.609 3.215
N -1.248 0.196 2.156
C -1.453 -2.368 -1.597
C -1.360 -3.654 -2.135
C -1.250 -4.744 -1.307
C -1.258 -4.520 0.077
C -1.394 -3.233 0.548
N -1.482 -2.159 -0.238
H -1.505 0.874 -4.347
H -1.348 3.264 -4.941
H -1.221 4.985 -3.189
H -1.237 4.355 -0.803
H -0.864 3.138 3.769
H -0.619 1.593 5.733
H -0.758 -0.871 5.300
H -1.206 -1.668 3.024
H -1.370 -3.745 -3.209
H -1.155 -5.742 -1.704
H -1.146 -5.339 0.767
H -1.415 -3.052 1.612
C 3.032 0.321 -2.049
C 2.707 -0.804 -1.092
S 1.514 -0.169 0.166
O 1.019 -1.368 0.876
C 2.717 0.617 1.342
C 3.363 -0.392 2.263
H 3.631 -0.036 -2.883
H 3.584 1.114 -1.549
H 2.113 0.749 -2.444
H 3.581 -1.210 -0.590
H 2.181 -1.615 -1.592
H 2.105 1.317 1.912
H 3.440 1.172 0.751
H 2.590 -1.007 2.720
H 3.920 0.119 3.047
H 4.050 -1.045 1.729
*
```

Atom charges from the natural (NBO) analysis, given in e for atoms 1 to 4: 0.8239 -0.6244 0.6001 -0.5914

***

Molecular formula: C12H40BInO10
Method: DFT, ωB97M-V/def2-TZVPD

## Properties
* LUMO energy: -12.486 eV

The geometry in ORCA input format:
```
! RIJCOSX wB97M-V def2-TZVPD def2/J DEFGRID3
* xyz 2 1
In -1.435 1.047 2.325
B -0.424 -0.075 -0.479
H -0.618 -0.704 0.376
H -1.330 0.133 -1.026
H -0.037 0.839 -0.055
H 0.359 -0.494 -1.091
C 4.405 0.707 -1.022
C 4.745 -0.545 -1.823
O 3.598 -1.338 -1.988
H 5.085 1.472 -0.645
H 3.982 0.425 -0.058
H 3.667 1.344 -1.510
H 5.416 -1.194 -1.261
H 5.229 -0.359 -2.782
H 3.179 -1.342 -1.124
C 1.551 -4.166 1.329
C 1.576 -2.707 0.864
O 0.962 -2.707 -0.490
H 2.499 -4.634 1.064
H 0.696 -4.710 0.927
H 1.508 -4.281 2.412
H 2.608 -2.376 0.746
H 1.062 -2.101 1.611
H 0.629 -1.840 -0.732
C 2.132 2.034 2.369
C 1.848 2.819 1.091
O 0.464 3.195 1.028
O 1.524 0.770 2.350
H 1.837 2.684 3.193
H 3.186 1.809 2.529
H 1.970 2.352 0.113
H 2.562 3.631 0.957
H 0.541 3.700 0.216
H 2.247 0.212 2.644
C 0.047 1.010 -4.109
C -1.384 0.426 -4.172
O -1.492 -0.676 -3.320
O 0.274 1.574 -2.825
H 0.204 1.907 -4.708
H 0.823 0.268 -4.294
H -1.753 0.093 -5.143
H -2.144 1.101 -3.779
H -1.554 -0.272 -2.452
H 0.185 0.851 -2.200
C -3.082 -2.467 2.803
C -1.548 -2.754 2.729
O -0.783 -1.805 3.404
O -3.350 -1.316 2.111
H -3.477 -2.322 3.808
H -3.705 -3.197 2.285
H -1.226 -2.655 1.692
H -1.245 -3.768 2.992
H -0.189 -2.232 4.025
H -4.274 -1.461 1.897
C -3.718 3.261 -0.269
C -3.964 1.752 -0.709
O -3.858 0.782 0.323
O -2.648 3.302 0.697
H -4.643 3.672 0.137
H -3.523 3.917 -1.117
H -3.415 1.522 -1.623
H -4.941 1.721 -1.192
H -4.177 -0.052 -0.029
H -2.664 4.218 0.982
*
```

Atom charges from the natural (NBO) analysis, given in e for atoms 1 to 4: 1.2585 -0.7159 0.0664 -0.0115

***

Molecular formula: CH3ClO2PS
Method: DFT, ωB97M-V/def2-TZVPD

## Properties
* LUMO energy: 2.674 eV

The geometry in ORCA input format:
```
! RIJCOSX wB97M-V def2-TZVPD def2/J DEFGRID3
* xyz -1 1
C 0.888 0.419 -0.102
O -3.337 -0.848 0.082
O -1.983 1.349 0.261
P -2.052 -0.125 -0.020
S -0.158 -1.037 -0.114
Cl 3.021 -1.820 -0.151
H 1.063 0.996 -0.959
H 1.826 0.039 0.208
H 0.732 1.027 0.794
*
```

Atom charges from the natural (NBO) analysis, given in e for atoms 1 to 4: -0.7790 -1.0283 -1.0419 1.9548

***

Molecular formula: C4H10O4Si
Method: DFT, ωB97M-V/def2-TZVPD

## Properties
* LUMO energy: 0.435 eV

The geometry in ORCA input format:
```
! RIJCOSX wB97M-V def2-TZVPD def2/J DEFGRID3
* xyz 0 1
C 0.354 -2.162 1.212
C -0.629 -1.330 1.145
C 0.024 -0.340 2.137
C -1.948 -0.999 0.564
O 1.794 1.870 -2.486
O -0.458 0.430 -2.107
O 0.507 1.935 -0.215
O 1.887 -0.258 -0.960
Si 0.939 0.963 -1.447
H 1.588 -0.865 -0.279
H 0.177 0.602 1.615
H -0.640 -0.227 2.990
H 0.992 -0.702 2.499
H -2.294 -1.811 -0.073
H -2.678 -0.834 1.358
H -1.868 -0.086 -0.027
H 2.358 1.425 -3.111
H -0.545 -0.474 -2.392
H 0.439 2.862 -0.420
*
```

Atom charges from the natural (NBO) analysis, given in e for atoms 1 to 4: 0.0933 -0.2896 -0.6040 -0.6371

***

Molecular formula: C32H24N7O4RuS2
Method: DFT, ωB97M-V/def2-TZVPD

## Properties
* LUMO energy (alpha / beta): -8.570 / -10.718 eV

The geometry in ORCA input format:
```
! RIJCOSX wB97M-V def2-TZVPD def2/J DEFGRID3
* xyz 3 5
Ru -0.383 -0.059 -0.270
C -1.468 -2.440 -3.678
C -1.695 -1.503 -4.676
C -1.650 -0.152 -4.366
C -1.375 0.245 -3.068
N -1.136 -0.677 -2.111
C -1.189 -1.986 -2.407
C -1.341 1.671 -2.645
C -1.836 2.697 -3.432
C -1.772 3.999 -2.954
C -1.215 4.238 -1.709
C -0.753 3.158 -0.978
N -0.816 1.906 -1.432
H -1.503 -3.501 -3.877
H -1.907 -1.820 -5.688
H -1.820 0.586 -5.135
H -0.993 -2.669 -1.590
H -2.282 2.497 -4.395
H -2.157 4.816 -3.551
H -1.144 5.238 -1.306
H -0.310 3.294 0.002
O 4.824 -2.098 -0.726
C 4.892 -1.048 -1.467
C 6.148 -0.765 -2.099
C 6.268 0.340 -2.885
C 5.158 1.192 -3.067
C 3.915 0.927 -2.451
C 3.751 -0.170 -1.655
C 2.450 -0.475 -1.010
O 1.458 0.321 -1.193
N 2.394 -1.557 -0.285
N 1.121 -1.736 0.227
C 0.970 -2.758 1.019
S 2.213 -3.896 1.373
C 1.270 -4.779 2.652
C -0.196 -4.739 2.269
S -0.574 -3.031 1.766
H 3.879 -2.152 -0.330
H 6.965 -1.451 -1.923
H 7.206 0.571 -3.369
H 5.262 2.068 -3.694
H 3.076 1.591 -2.607
H 1.455 -4.299 3.611
H 1.643 -5.802 2.685
H -0.839 -4.983 3.113
H -0.421 -5.402 1.436
O -3.216 2.282 6.341
N -2.291 2.540 5.615
O -1.436 3.377 5.815
C -2.210 1.782 4.335
C -3.359 1.227 3.908
C -3.412 0.535 2.653
C -4.584 -0.065 2.152
C -4.547 -0.708 0.939
C -3.350 -0.739 0.223
N -2.232 -0.178 0.676
C -2.258 0.453 1.887
C -1.033 1.023 2.364
N 0.053 0.866 1.555
C 1.227 1.334 1.943
C 1.388 1.971 3.174
C 0.304 2.154 3.996
C -0.971 1.688 3.591
H -4.249 1.322 4.516
H -5.501 -0.016 2.726
H -5.425 -1.183 0.526
H -3.291 -1.231 -0.737
H 2.059 1.186 1.267
H 2.368 2.317 3.469
H 0.420 2.654 4.943
*
```

Atom charges from the natural (NBO) analysis, given in e for atoms 1 to 4: 1.3520 -0.2225 -0.0915 -0.1978

***

Molecular formula: H2O2P
Method: DFT, ωB97M-V/def2-TZVPD

## Properties
* LUMO energy (alpha / beta): 2.580 / 2.581 eV

The geometry in ORCA input format:
```
! RIJCOSX wB97M-V def2-TZVPD def2/J DEFGRID3
* xyz -1 1
O -1.842 1.876 -0.371
O 1.072 -1.118 1.146
P -1.570 0.596 -1.016
H 0.383 -0.551 1.081
H -0.017 0.533 -1.234
*
```

Atom charges from the natural (NBO) analysis, given in e for atoms 1 to 4: -1.0058 -1.3163 1.0839 0.3717